{
  "formula": "C3H5ClO2",
  "method": "ωB97M-V/def2-TZVPD",
  "elements": ["C", "C", "C", "O", "O", "Cl", "H", "H", "H", "H", "H"],
  "xyz": [[1.57512, 0.76879, -0.40004], [0.47855, 0.30693, 0.12903], [-0.15952, -0.61798, 0.99798], [-0.96200, 1.15705, -0.75644], [-1.99129, 0.39649, -0.54046], [-2.11084, -1.02421, -1.66838], [1.67964, 1.17081, -1.40302], [2.49692, 0.39962, -0.15304], [-0.10247, -1.64775, 0.56703], [0.35209, -0.58893, 1.99050], [-1.25620, -0.32082, 1.23684]],
  "molar_mass_g_mol": 108.52,
  "homo_lumo_gap_ev": [7.6, 7.5],
  "de_lowest_kcal_mol": 100.7,
  "multiplicity": 3
}